No. 1
{
  "formula": "C8H10FO2",
  "method": "wB97M-V/def2-TZVPD",
  "species": ["F", "O", "O", "C", "C", "C", "C", "C", "C", "C", "C", "H", "H", "H", "H", "H", "H", "H", "H", "H", "H"],
  "positions_angstrom": [[0.25488, 2.14260, -0.71944], [2.79270, 0.23165, 1.13494], [2.69710, -1.91005, 0.36262], [-1.39424, 0.92394, 0.38256], [1.94888, -0.14647, -1.09973], [-1.33373, 0.18736, 1.68425], [2.59830, -0.65460, 0.27664], [0.54714, -0.25245, -0.84063], [-0.18412, 0.80915, -0.45772], [-0.11707, -1.66984, -0.87505], [-2.35527, 1.68723, -0.03222], [0.55434, -2.45253, -0.53630], [-2.28364, 0.17283, 2.27747], [2.10772, 0.94513, -1.03945], [-0.76672, 0.86981, 2.26200], [-0.85181, -0.82199, 1.82757], [-2.43345, 2.16222, -0.95114], [2.47736, -0.56117, -1.92123], [-3.15832, 1.85165, 0.57313], [-0.99093, -1.59257, -0.36081], [-0.10913, -1.92190, -1.94747]],
  "forces_ev_per_angstrom": [[0.139, -1.314, 0.133], [0.162, -0.467, -0.489], [0.309, 0.814, -0.099], [1.544, -2.504, -1.002], [1.775, 2.596, 1.604], [-1.024, -0.442, 1.476], [-0.433, -0.722, 0.414], [-2.404, -1.355, 0.225], [0.639, 0.608, -0.280], [3.742, 1.345, -1.750], [-0.449, 0.077, 0.118], [0.152, 0.265, 0.895], [0.265, -0.105, -0.926], [0.601, -0.456, -0.543], [1.186, 0.430, 1.000], [-0.358, 1.141, -0.968], [0.551, 0.800, -1.610], [-0.156, -0.789, -0.914], [-2.323, 0.331, 1.729], [-2.831, -0.478, 0.878], [-1.087, 0.224, 0.108]],
  "orbital_gap_ha": 0.270,
  "relative_energy_kcal_mol": 26.37,
  "e_homo_ev": -3.87,
  "charge": -1,
  "energy_ha": -561.16204,
  "smiles": "C=C(C)/C(F)=C(\\C)CC(=O)[O-]",
  "e_lumo_ha": 0.12757
}

No. 2
{
  "formula": "C32H38F3IrN7S",
  "method": "wB97M-V/def2-TZVPD",
  "species": ["Ir", "S", "F", "F", "F", "N", "N", "N", "N", "N", "N", "N", "C", "C", "C", "C", "C", "C", "C", "C", "C", "C", "C", "C", "C", "C", "C", "C", "C", "C", "C", "C", "C", "C", "C", "C", "C", "C", "C", "C", "C", "C", "C", "C", "H", "H", "H", "H", "H", "H", "H", "H", "H", "H", "H", "H", "H", "H", "H", "H", "H", "H", "H", "H", "H", "H", "H", "H", "H", "H", "H", "H", "H", "H", "H", "H", "H", "H", "H", "H", "H", "H"],
  "positions_angstrom": [[0.02960, -1.48855, -0.86048], [1.46254, -2.54211, 1.03307], [5.16208, 0.19841, -5.34593], [3.86268, -0.51903, -6.91312], [5.17546, -1.88981, -5.88313], [-0.85393, -3.83384, 1.22258], [-1.28978, -0.18915, 0.48592], [-1.52514, -2.28369, -2.42812], [-1.14208, -3.39025, -0.02539], [0.58162, -4.03814, 3.00718], [1.27017, 0.44955, -0.22747], [1.42671, -1.31135, -2.69539], [3.31323, -2.17557, -3.87261], [4.39523, -0.82963, -5.73443], [2.22055, 3.04877, 0.26039], [-3.25719, -3.47467, -4.25308], [4.13673, 4.65214, 0.56089], [1.93008, 5.27469, 1.46687], [-1.45304, 1.25067, 5.30524], [3.31204, -1.05630, -4.69219], [-3.20908, -4.73591, -0.13088], [-2.96487, -0.22536, 2.18609], [-3.56882, -0.02484, 5.01343], [2.94976, 2.12415, -0.49332], [2.62969, 4.50145, 0.34098], [1.42164, -0.24493, -3.49681], [-1.60962, -1.84970, -3.67763], [0.32662, -3.53880, 1.80770], [-2.31533, -3.30486, -2.04332], [2.45006, 0.85147, -0.69274], [-1.08364, 1.19139, 2.42076], [2.33843, -2.26257, -2.88689], [-3.19729, -3.91158, -2.93781], [-2.46015, -0.61348, 0.96009], [-2.23829, 0.65604, 2.99244], [-2.44971, -2.41543, -4.62995], [0.60658, 1.27599, 0.59007], [-2.66839, 1.04488, 4.38789], [2.18176, 5.10459, -1.00437], [-0.63420, 0.75246, 1.18185], [2.34055, -0.07775, -4.51709], [-2.18434, -3.79807, -0.66752], [-3.43732, 2.37175, 4.25232], [1.05236, 2.56747, 0.84978], [-0.03080, -4.70024, 3.46634], [0.85356, 5.30060, 1.32138], [-1.79408, 1.42118, 6.32256], [-3.91812, -0.61842, 2.49859], [2.26921, 6.30848, 1.46732], [-0.86341, 2.11661, 5.01751], [3.89809, 2.38234, -0.94029], [2.18096, 4.84641, 2.43511], [2.65408, 4.58965, -1.83893], [-3.81790, -4.73230, -2.62323], [1.47892, -3.87241, 3.44127], [0.46695, 3.20403, 1.49077], [4.70158, 4.37377, -0.32877], [-3.02404, -1.28263, 0.32600], [-3.82177, 2.65173, 5.22855], [-2.45664, -2.03704, -5.63849], [-3.11047, -1.00887, 4.93600], [-3.91696, -3.94969, -4.96258], [2.30753, 0.79241, -5.15485], [4.37887, 5.68883, 0.77896], [0.67509, 0.51525, -3.30398], [-0.81885, 0.36579, 5.30902], [-4.20434, -4.43731, -0.45080], [-3.03059, -5.74430, -0.50851], [-4.55323, -0.04319, 4.55209], [-1.49353, -4.48363, 1.68497], [2.31526, -3.11608, -2.22130], [1.10326, 5.03361, -1.11802], [-0.49874, 1.92310, 2.95111], [4.05222, -2.95317, -3.99530], [-4.27656, 2.27549, 3.56708], [4.47129, 4.04349, 1.39606], [-2.79069, 3.17066, 3.89717], [-3.71094, 0.19419, 6.06794], [-3.21459, -4.78109, 0.95504], [3.03041, 0.13067, -1.24660], [2.45978, 6.15353, -1.04700], [-0.98477, -1.01195, -3.94806]],
  "forces_ev_per_angstrom": [[0.828, 1.506, 2.039], [-0.246, 1.352, -1.418], [-0.086, 0.031, 0.105], [-0.189, -0.015, -0.025], [-0.042, -0.237, 0.071], [-0.141, -0.393, 0.964], [0.674, -1.686, -0.590], [0.461, 0.848, 0.848], [0.237, 0.942, -1.682], [-0.033, -0.076, -0.260], [-1.283, -1.538, -0.792], [-0.541, -1.376, 1.486], [-0.213, 0.268, -0.043], [0.260, 0.178, -0.128], [-0.059, -0.006, 0.053], [0.216, 0.259, -0.002], [0.062, -0.188, -0.447], [-0.011, -0.314, -0.165], [-0.111, -0.065, -0.213], [0.053, -0.048, 0.094], [0.069, -0.140, 0.126], [0.081, 0.102, -0.267], [0.031, 0.164, -0.173], [-0.190, -0.248, 0.170], [-0.120, 0.490, 0.221], [-0.178, 0.557, -0.215], [0.007, 0.240, -0.544], [-0.480, 0.063, -0.216], [-0.376, -0.087, -0.513], [0.602, 0.082, -0.408], [-0.041, -0.196, -0.490], [0.697, -0.468, -0.243], [0.313, 0.195, 0.294], [-0.490, -0.060, 0.352], [0.142, -0.084, -0.021], [-0.015, -0.232, 0.282], [-0.231, 0.350, 0.222], [-0.052, 0.133, 0.155], [0.262, -0.063, 0.026], [0.119, 0.347, 0.455], [-0.076, -0.309, 0.232], [0.385, 0.013, 0.525], [-0.005, -0.136, 0.066], [0.065, -0.456, -0.106], [0.081, 0.016, -0.057], [-0.196, -0.005, 0.135], [-0.041, 0.037, 0.056], [-0.078, -0.053, 0.078], [0.053, -0.014, -0.058], [0.123, 0.072, -0.004], [0.048, -0.002, 0.017], [-0.112, -0.006, 0.180], [0.053, 0.015, -0.128], [-0.061, -0.116, 0.081], [-0.030, 0.075, 0.012], [-0.090, 0.061, 0.035], [0.107, -0.043, 0.018], [0.038, -0.158, -0.007], [-0.069, 0.098, 0.105], [0.005, 0.115, -0.091], [-0.006, -0.163, 0.038], [-0.075, -0.046, -0.039], [-0.035, 0.106, 0.010], [-0.020, 0.058, -0.016], [-0.043, 0.004, 0.056], [0.128, -0.058, 0.049], [-0.031, 0.040, 0.018], [0.016, -0.070, -0.006], [-0.109, -0.090, -0.044], [0.194, 0.267, -0.301], [-0.040, 0.045, -0.036], [-0.159, 0.006, -0.030], [0.063, 0.052, 0.082], [0.009, -0.056, 0.043], [-0.114, 0.003, -0.039], [0.088, -0.050, 0.138], [0.069, 0.093, -0.039], [-0.045, 0.027, 0.056], [-0.095, -0.007, 0.034], [-0.025, -0.069, -0.183], [0.049, 0.121, -0.005], [-0.006, -0.004, 0.018]],
  "orbital_gap_ha": [0.251, 0.248],
  "e_homo_ev": [-17.14, -17.14],
  "charge": 3,
  "energy_ha": -2426.70687,
  "e_lumo_ha": [-0.37865, -0.38228]
}

No. 3
{
  "formula": "C3H12N3O",
  "method": "wB97M-V/def2-TZVPD",
  "species": ["O", "N", "N", "N", "C", "C", "C", "H", "H", "H", "H", "H", "H", "H", "H", "H", "H", "H", "H"],
  "positions_angstrom": [[-2.09516, -1.13683, -0.08750], [1.09009, 1.19208, -0.71672], [-1.13441, 1.31999, 0.46686], [1.11152, -1.42211, -0.78592], [-0.40966, 0.48421, -0.50499], [1.02640, -0.23254, 1.32541], [0.69001, -0.32157, -0.13337], [-1.59508, 0.71952, 1.07661], [-1.58900, 2.11973, 0.14446], [-0.94574, 0.42673, -1.52514], [-2.74822, -1.33328, -0.79984], [0.71376, -1.03634, 1.92751], [0.62948, 0.62180, 1.68557], [0.97891, -1.47990, -1.76320], [1.35456, 1.95427, -0.13715], [2.02858, -1.70696, -0.55676], [-2.41586, -1.56972, 0.69642], [1.19431, 1.57518, -1.72076], [2.11550, -0.17426, 1.40851]],
  "forces_ev_per_angstrom": [[-0.783, -0.402, -1.234], [-1.068, 0.069, -3.504], [3.421, -2.253, -1.092], [-0.407, 0.121, 0.007], [-2.112, 5.066, -1.769], [2.613, -1.369, -1.448], [0.850, -0.546, 1.342], [-1.418, -0.468, 1.153], [-1.018, 0.930, -0.803], [1.434, -0.256, 1.549], [0.626, 0.084, 0.920], [-0.638, -1.291, 0.315], [-1.113, 2.736, 1.388], [-0.517, -0.047, -1.028], [-0.278, 0.349, 1.331], [0.954, -0.464, 0.519], [-0.371, -0.499, 0.408], [-0.128, -1.694, 1.834], [-0.048, -0.066, 0.112]],
  "orbital_gap_ha": 0.401,
  "relative_energy_kcal_mol": 78.47,
  "e_homo_ev": -13.77,
  "charge": 1,
  "energy_ha": -360.70968,
  "e_lumo_ha": -0.10489
}